The following is a quantum chemistry calculation of a cluster of 4 separate species, C39H58I2N3O14P2 in total at a distorted geometry, from the Open Molecules 2025 dataset.

Calculated values
Highest occupied orbital energy: -0.35408 hartree
Energy: -4016.0223 a.u.
Largest force on an atom: 4.554 eV/A
E_LUMO: -4.0 eV
Frontier orbital gap: 0.205 Ha

The geometry in ORCA input format:
```
! RIJCOSX wB97M-V def2-TZVPD def2/J DEFGRID3
* xyz 1 1
C 2.597 2.823 -2.888
H 0.467 0.057 -2.842
H -4.770 2.160 -2.297
H 0.540 0.307 3.662
H 5.738 2.172 -1.903
H -3.249 -6.761 -0.517
H 7.499 4.896 5.305
O -1.247 -0.273 2.800
H 0.457 -1.023 5.523
H 3.594 -1.357 0.493
C 4.466 2.451 5.899
C 3.845 -0.103 -2.031
C -9.079 4.916 1.178
C 0.347 -1.865 -1.040
O 5.640 5.621 6.962
C 6.087 1.128 -1.774
C -2.556 -8.224 -1.884
H 2.514 3.724 -3.545
C -1.369 -6.128 -1.439
H -3.573 0.313 -2.909
H 4.089 -1.102 -2.483
C -6.693 5.013 0.626
C 5.544 2.071 4.960
C 0.822 -1.432 2.273
C 1.636 0.631 0.953
O -5.744 4.548 0.024
H 2.623 -0.218 4.097
O -5.779 0.906 -3.698
H -3.204 -2.200 -0.614
O 4.737 0.826 0.218
C 6.691 4.185 5.429
H -8.127 3.535 -0.115
C -8.932 6.109 2.043
O -9.878 6.572 2.643
H 0.696 2.161 -3.598
H -1.236 -1.352 5.032
C -2.592 -1.932 -1.519
C -5.797 1.830 -2.618
H -5.428 -1.045 -4.152
C 5.613 4.567 6.368
H -3.369 -8.924 -1.743
C 1.869 0.935 -0.552
P 3.211 -0.514 2.828
O -1.306 -5.066 -0.839
H -2.033 -2.850 -1.791
C 1.887 -1.551 -0.942
H 0.084 -2.524 4.591
H 4.068 0.574 2.528
H 2.641 1.745 -0.614
H -2.328 0.022 -0.604
H 5.584 -0.727 -0.840
C -8.038 4.407 0.521
H -10.071 4.487 1.113
H -7.497 7.586 2.783
H 0.088 -1.977 1.643
H 2.250 3.190 -1.886
C -1.504 -8.619 -2.849
P 2.579 -3.215 -1.562
H 2.234 1.383 1.541
H 1.442 -4.200 0.113
O 0.662 1.610 -0.978
H -5.553 6.634 1.555
O -1.560 -9.673 -3.444
C 4.498 3.610 6.554
H 0.051 -2.877 -0.663
H 7.437 2.729 4.083
I 2.097 -0.984 -4.667
H 1.359 -2.244 2.842
C 4.999 0.214 -1.045
C 2.345 -0.175 -1.594
O 2.009 -3.686 -3.042
H 3.685 2.626 -2.793
C -2.492 -7.066 -1.228
H 0.378 -7.981 -3.769
C -5.578 -0.436 -3.228
C 0.015 -0.634 3.363
C 2.500 -1.601 0.520
O -3.535 -1.732 -2.586
C -0.381 -7.678 -3.059
H -6.451 -0.801 -2.644
H 4.986 -1.680 2.856
O 1.996 -4.505 -0.614
C 1.560 0.259 -2.919
H -1.535 -0.135 -2.192
H 6.998 1.050 -1.130
C -4.217 -0.483 -2.450
H -1.923 -0.887 3.105
C -0.177 -1.450 4.708
H -7.649 3.043 -3.017
H 0.592 2.444 -0.502
O 5.516 1.008 4.361
N 3.999 -1.893 3.042
H -6.112 3.641 -3.893
C -6.546 3.161 -2.992
H 2.784 -3.748 -3.620
C -1.707 -0.667 -1.225
H 4.022 0.540 -2.931
O -0.528 -0.909 -0.466
H 3.659 1.740 6.023
H 0.127 -1.913 -2.146
H 4.534 -2.504 -1.049
H 2.498 -2.624 0.969
H -4.410 -0.287 -1.363
H -6.323 3.861 -2.131
C -0.321 -6.520 -2.403
C -7.585 6.714 2.148
H 0.490 -5.815 -2.541
C -6.545 6.205 1.490
C 6.658 3.025 4.774
N 1.900 -0.699 1.546
H -6.245 1.354 -1.704
H 0.587 0.915 1.228
H 5.402 0.591 0.870
I 2.317 1.808 -5.664
N 4.156 -3.385 -1.397
H 6.340 0.607 -2.724
C 1.718 1.711 -3.528
H 3.719 3.906 7.246
*
```

These are the Mulliken partial charges, in e, on atoms 1 to 5: atom 1 (C): -1.1754, atom 2 (H): 0.0570, atom 3 (H): 0.0746, atom 4 (H): 0.3669, atom 5 (H): 0.3175



The following is a quantum chemistry calculation of the ion C5H10BrN2 with charge +1 at a distorted geometry, from the Open Molecules 2025 dataset.

Calculated values
Highest occupied orbital energy: -0.52042 hartree
Energy: -2879.6862 a.u.
Largest force on an atom: 4.316 eV/A
SMILES: [H]/N=C(\C)C/[N+](C)=C/Br
E_LUMO: -5.1 eV
Frontier orbital gap: 0.333 Ha

The geometry in ORCA input format:
```
! RIJCOSX wB97M-V def2-TZVPD def2/J DEFGRID3
* xyz 1 1
H 1.685 2.535 -0.895
H -0.005 -2.874 1.304
C 1.328 1.795 -0.223
C -1.390 -1.441 -0.483
H 1.340 -1.949 0.453
H -0.172 1.815 -2.449
C -0.604 0.550 0.718
C 0.368 -1.890 1.020
H -1.585 0.935 0.685
N -0.659 1.252 -1.671
H 0.701 -1.327 1.993
H -0.203 0.644 1.682
C -0.015 1.267 -0.536
H -2.187 -0.819 -0.750
Br -0.861 -2.917 -1.591
N -0.638 -1.022 0.467
H 0.940 2.513 0.619
H 1.956 0.931 -0.341
*
```

These are the Mulliken partial charges, in e, on atoms 1 to 5: atom 1 (H): 0.4085, atom 2 (H): 0.4651, atom 3 (C): -1.1047, atom 4 (C): 0.0168, atom 5 (H): 0.4056



The following is a quantum chemistry calculation of a cluster of 4 separate species, C35H63B2FIN6O8 in total, from the Open Molecules 2025 dataset.

Calculated values
Highest occupied orbital energy: -0.43371 hartree
Energy: -2749.0565 a.u.
Largest force on an atom: 0.776 eV/A
E_LUMO: -2.6 eV
Frontier orbital gap: 0.340 Ha

The geometry in ORCA input format:
```
! RIJCOSX wB97M-V def2-TZVPD def2/J DEFGRID3
* xyz 1 1
C 2.889 -2.381 2.307
C 2.230 -0.625 -3.967
H -0.228 -1.833 -6.112
C -1.048 4.944 3.933
C -0.339 4.989 2.587
H 1.817 -0.540 0.561
N -1.290 8.626 1.702
N -1.722 -0.200 3.752
H -5.045 -1.967 6.575
C 0.195 -1.585 -0.292
O -3.420 -1.845 0.135
C -4.263 -2.032 5.819
H 1.409 -1.925 3.790
H 3.155 -0.096 -3.734
N 2.030 -0.534 -1.487
H 2.530 -1.626 -4.286
H 0.925 1.561 -6.901
C 2.376 0.146 -6.164
C 0.503 1.015 -0.015
H -1.295 5.953 4.261
C 1.675 0.865 -7.273
H 2.557 -3.866 3.870
H -3.775 7.734 4.106
O -1.182 2.351 -1.002
H -5.159 7.236 1.413
H 2.406 -1.483 -1.366
H -0.476 -4.052 -6.632
H -4.185 -1.526 2.361
H 1.459 -0.754 2.519
O 3.228 1.455 -0.675
H -3.532 10.083 3.325
H -0.917 3.007 1.918
N -0.638 -1.649 -1.469
C -4.573 6.920 2.277
H 0.718 0.347 -2.893
H 3.661 -1.610 2.383
H -5.193 -0.636 4.465
H -2.209 -0.087 -3.941
C -3.651 9.272 2.605
H -1.391 -2.423 0.831
F -2.649 0.195 0.480
C 0.160 -1.727 -2.731
H 5.404 -0.322 -1.014
H 1.197 0.118 -7.914
H 5.872 -4.640 2.301
O 3.473 -0.323 -6.192
O 2.031 -3.650 -2.764
H 0.493 3.668 1.077
H -0.192 -4.659 -5.021
C -0.652 -3.840 -5.574
H -4.235 9.659 1.767
H 0.679 -3.527 1.597
C -1.308 -0.361 -4.486
C 5.544 -5.679 2.257
H -1.582 -2.349 -3.772
O 1.600 0.042 -5.048
C -4.809 -1.658 4.448
H -3.387 -2.803 3.274
H 4.276 -3.535 3.554
C 1.134 -0.363 -0.273
C -3.760 -1.778 3.334
I 1.159 3.071 -2.493
C -1.904 -0.918 -1.498
H -3.620 6.530 1.915
H -0.355 0.838 0.642
H -0.967 5.498 1.854
H 6.123 -6.278 2.960
H -5.106 6.103 2.762
H -1.801 0.127 -1.803
O 3.306 -4.746 2.171
C 0.901 2.839 2.912
H 1.023 -2.539 -5.164
O 3.578 -6.772 3.069
C -2.324 8.915 2.103
H 1.213 1.597 0.578
H -5.320 8.418 3.635
C -0.005 3.596 2.046
H -5.645 -2.308 4.188
H 5.121 0.352 -2.605
B 3.343 0.313 -1.367
H -3.878 -3.054 5.824
H -3.455 -1.364 6.120
C -4.359 8.074 3.249
C -0.726 -1.719 -4.031
H 2.852 -2.718 1.260
C 4.080 -5.822 2.575
H -0.875 -0.897 1.524
C -2.729 -0.964 -0.225
H -0.420 4.488 4.700
C -0.065 -2.464 -5.233
C 3.290 -3.638 3.090
C -0.511 -1.814 1.055
C 4.688 -0.311 -1.842
H 4.632 -1.300 -2.302
H 0.036 -5.183 -2.791
H 0.919 -2.421 -0.338
C -0.062 1.999 -1.033
H -0.620 0.482 -4.402
C 1.243 -0.601 -2.794
H 2.709 -2.984 -2.894
H 0.580 5.572 2.670
N -0.281 -4.282 -2.441
N 1.633 2.260 3.579
H -1.731 -3.858 -5.408
H -1.605 -0.428 -5.535
H 3.713 2.223 -1.001
H 5.717 -6.056 1.246
H -2.573 -1.393 -2.218
H -0.338 -2.907 2.871
H -1.976 4.371 3.872
C -2.618 -0.894 3.569
B 0.718 -3.257 -2.651
C 0.334 -2.597 2.067
H -0.505 -4.421 -1.461
C 1.514 -1.830 2.705
H 2.426 1.380 -7.871
*
```

These are the Mulliken partial charges, in e, on atoms 1 to 5: atom 1 (C): -0.2616, atom 2 (C): -2.5608, atom 3 (H): 0.5684, atom 4 (C): -1.3373, atom 5 (C): -0.7506



The following is a quantum chemistry calculation of a structure of composition C7H19Al3CaF7NO11PSSi at a distorted geometry, from the Open Molecules 2025 dataset.

Calculated values
Highest occupied orbital energy: -0.39986 hartree
Energy: -4292.8641 a.u.
Largest force on an atom: 3.586 eV/A
E_LUMO: -8.3 eV
Frontier orbital gap: 0.096 Ha

The geometry in ORCA input format:
```
! RIJCOSX wB97M-V def2-TZVPD def2/J DEFGRID3
* xyz 1 1
H -0.400 1.290 -1.182
F -6.661 -3.302 -6.761
P 0.483 0.145 3.705
H 1.276 0.943 -0.953
H -0.550 -2.603 1.419
O -1.218 2.182 2.537
C 2.971 0.111 1.623
O 3.316 0.284 -1.679
O -2.419 5.539 -0.188
Al -0.002 -2.369 -4.358
F -4.969 -4.740 -5.594
C -0.143 2.164 2.051
F -2.985 -4.149 -3.735
F 5.344 -0.206 1.491
Al 2.179 -2.116 -0.454
C -2.076 0.012 0.765
H -0.293 -3.296 -2.385
H -2.499 -0.394 1.662
O -0.155 6.329 -0.309
H 1.088 -2.430 0.922
H 2.357 1.635 2.734
H -1.845 -3.306 -2.710
Al -4.273 -3.519 -4.691
O -0.996 -0.271 3.956
O 0.828 1.336 4.657
H 4.409 0.660 3.136
C 0.064 -2.100 0.693
H 4.421 1.644 1.635
F -2.945 -0.886 -4.483
O 1.380 -0.989 3.896
H 0.039 1.644 5.115
O -1.011 4.830 -2.018
F -3.546 -2.345 -5.752
C 4.293 0.628 2.068
O 0.496 3.120 1.529
H -0.201 -2.548 -0.258
Si -0.237 -0.198 0.683
H 3.102 -0.164 0.573
C 0.657 0.833 2.056
S -1.075 5.252 -0.627
C 0.298 0.495 -0.975
N 2.073 1.196 1.867
H 2.981 0.888 -2.356
O -1.081 -2.735 -2.322
H -1.013 -0.916 4.670
H -2.257 1.073 0.733
O -0.566 3.994 0.081
H 2.769 -0.795 2.207
H -2.522 -0.421 -0.115
F -5.382 -2.783 -3.748
Ca 6.276 1.599 0.945
H 0.220 -0.245 -1.758
*
```

These are the Mulliken partial charges, in e, on atoms 1 to 5: atom 1 (H): 0.4096, atom 2 (F): -0.1645, atom 3 (P): 0.8445, atom 4 (H): 0.3494, atom 5 (H): 0.5635



Which value of highest occupied orbital energy does entry 1 give?
-0.35408 hartree